{
  "formula": "C4H8NS",
  "method": "wB97M-V/def2-TZVPD",
  "elements": ["C", "C", "C", "C", "N", "S", "H", "H", "H", "H", "H", "H", "H", "H"],
  "coordinates": [[0.813617, 0.114875, 0.544932], [-1.627590, 1.098492, -0.074318], [-0.676223, -0.172177, -0.250766], [-1.756377, -1.128471, -0.179162], [1.811816, -0.730420, 0.213202], [-3.057230, -0.117650, 0.157582], [0.537451, -0.183753, 1.588693], [1.066284, 1.217022, 0.523448], [-1.618787, 1.836993, 0.645459], [-1.547608, 1.628507, -1.060690], [-0.322766, -0.225167, -1.229654], [-1.619825, -2.230245, -0.285020], [1.835758, -1.623546, 0.754367], [2.536775, -0.646032, -0.584166]],
  "forces_ev_per_a": [[-1.69, -0.14, 2.10], [0.02, -2.30, -3.22], [-0.56, 2.89, 1.53], [0.61, -0.39, 1.36], [3.18, -2.46, -1.44], [1.34, -0.11, -0.77], [0.05, 0.90, -0.64], [-0.75, -1.19, -0.51], [0.52, 1.04, 2.06], [-0.99, -0.49, 0.71], [0.84, -0.02, -2.01], [-0.79, 0.93, -0.08], [0.34, 1.32, -1.11], [-2.11, 0.04, 2.00]],
  "fmax_ev_per_a": 4.3,
  "homo_lumo_gap_ev": [7.3, 7.3],
  "charge": 1,
  "homo_ev": [-13.18, -13.18]
}